Molecular formula: C4H25NO8
Method: DFT, ωB97M-V/def2-TZVPD

Atoms and positions in Å:
C  -0.7887  0.6117  0.1995
N  0.3591  0.0401  0.1931
C  1.3233  0.4539  -0.8300
C  1.0766  -0.2576  -2.1119
C  1.6802  0.5257  -3.3606
H  -1.2160  1.2126  -0.6529
H  -1.4517  0.4044  1.0462
H  1.1629  1.5851  -1.1483
H  2.2698  0.4384  -0.3958
H  1.6005  -1.2767  -2.2920
H  0.0558  -0.2474  -2.1306
H  1.0616  0.2624  -4.3469
H  1.4639  1.5837  -3.4667
H  2.6338  0.4101  -3.2954
O  -2.5662  -0.1596  3.1302
H  -3.2450  -0.4928  2.6160
H  -1.7508  -0.6999  2.9595
O  -2.8741  2.4791  -2.0331
H  -2.2332  2.2637  -1.3403
H  -3.4012  1.6241  -2.2079
O  0.2092  -3.2962  0.5052
H  0.9764  -3.7120  0.8657
H  0.6299  -2.6878  -0.1535
O  2.0798  2.0816  1.5463
H  2.3798  1.1786  1.7866
H  1.2341  2.0597  1.4915
O  -1.6795  -0.8404  -3.1973
H  -2.5676  -0.5970  -3.5436
H  -1.0246  -0.8872  -4.0348
O  -0.0690  -1.5689  2.9134
H  -0.7618  -1.9042  3.5947
H  -0.0443  -1.7678  1.9693
O  -1.0240  2.7604  2.3522
H  -0.1998  2.4458  2.6358
H  -1.5706  2.0850  2.8702
O  2.3811  -2.4038  2.5270
H  2.0534  -1.9221  3.4415
H  1.8366  -1.7843  1.8975

Properties
* LUMO: 0.08 eV
* relative energy (zero: lowest compared OMol25 entry of this formula, charge and spin): 132.0 kcal/mol
* calculated total energy: -22419.35882 eV
* structure (SMILES): C=NCCC.O.O.O.O.O.O.O.O

---

Molecular formula: C4H25NO9S
Method: DFT, ωB97M-V/def2-TZVPD

Atoms and positions in Å:
C  2.5968  -1.6042  0.9913
C  2.4155  -0.7326  -0.2726
C  1.4730  0.4822  -0.0398
S  2.2038  1.9834  -0.7522
N  1.7882  -1.5263  -1.3527
C  2.6268  -2.1211  -2.2703
O  3.7954  -1.8526  -2.4027
H  3.2101  -2.4517  0.6957
H  1.6459  -1.9830  1.3352
H  3.0712  -0.9551  1.7240
H  3.4319  -0.5138  -0.5721
H  0.5385  0.4489  -0.5648
H  1.1502  0.5689  0.9970
H  3.0575  2.2270  0.2445
H  0.9320  -2.0195  -1.1491
H  2.1430  -2.9010  -2.8686
O  -2.7873  2.7797  -1.1718
H  -2.3979  1.9174  -1.3732
H  -2.0750  3.4227  -1.1717
O  -3.0579  1.3139  3.6330
H  -2.4411  1.9877  3.3441
H  -2.8340  0.4520  3.2895
O  -1.0426  0.8059  -2.2012
H  -0.1767  0.3924  -2.1389
H  -0.8157  1.5785  -2.7350
O  -0.8322  -1.8116  1.1403
H  -1.5428  -1.4099  0.6138
H  -0.8425  -2.6314  0.6249
O  -1.4674  3.4886  2.1741
H  -0.9424  3.7837  1.4354
H  -0.7895  3.4659  2.8650
O  0.9522  0.1482  -4.2741
H  1.6100  0.8287  -4.1250
H  1.0888  -0.5840  -3.6756
O  -2.9755  -3.5268  2.0511
H  -3.6151  -2.9260  2.4346
H  -2.3730  -3.8076  2.7408
O  -2.1917  0.6880  0.9352
H  -1.5505  1.3902  1.0901
H  -2.9801  1.2042  0.7520

Properties
* LUMO: -0.12 eV
* relative energy (zero: lowest compared OMol25 entry of this formula, charge and spin): 46.1 kcal/mol
* calculated total energy: -35306.26811 eV
* structure (SMILES): C[C@H](CS)NC=O.O.O.O.O.O.O.O.O

---

Molecular formula: C4H26N6O9
Method: DFT, ωB97M-V/def2-TZVPD

Atoms and positions in Å:
N  1.6417  3.2592  -1.2607
C  0.7007  3.8318  -0.5341
N  0.7989  3.5896  0.7074
O  -0.2370  4.4626  -0.9387
H  2.5254  2.9412  -0.8891
H  1.4761  3.4935  -2.2291
H  0.0611  3.9688  1.2835
H  1.7422  3.5043  1.0582
N  -3.5050  -0.2257  -1.0335
C  -4.4437  -0.0905  -1.9846
N  -4.3231  -0.9382  -2.9233
O  -5.2363  0.8254  -2.1035
H  -2.9130  -1.0069  -1.2771
H  -3.4081  0.5040  -0.3419
H  -3.7485  -1.6965  -2.5841
H  -4.8595  -1.0183  -3.7753
N  3.2770  0.4003  -0.3440
C  3.9973  0.1944  -1.4061
N  3.4539  -0.5404  -2.3569
O  5.0366  0.7422  -1.5518
H  3.6934  0.9726  0.3766
H  2.3784  -0.0209  -0.1566
H  2.6213  -1.0784  -2.1633
H  4.0044  -0.6403  -3.1978
C  -0.0708  0.2629  0.7276
O  0.8755  -0.7335  0.6686
H  -1.0154  -0.0970  0.3198
H  -0.2641  0.7142  1.7007
H  0.2689  1.0142  0.0146
H  0.8412  -1.2427  1.4818
O  0.8351  -2.3273  -2.3873
H  1.0724  -3.1182  -2.8715
H  0.6712  -2.6324  -1.4949
O  0.6896  -2.5110  2.8433
H  0.2601  -2.6157  3.6922
H  1.5929  -2.7888  2.9954
O  -1.1592  -0.5276  4.7338
H  -0.6978  0.2931  4.9064
H  -1.4212  -0.4670  3.8151
O  0.6238  -3.6510  0.1563
H  -0.2546  -3.9398  0.4039
H  0.6595  -2.7332  0.4257
O  -2.7523  0.1782  2.5987
H  -2.8091  0.5511  1.7189
H  -2.6800  0.9375  3.1769

Properties
* LUMO: -0.23 eV
* calculated total energy: -31938.92184 eV
* structure (SMILES): NC(N)=O.NC(N)=O.NC(N)=O.CO.O.O.O.O.O

---

Molecular formula: C4H26NO9
Method: DFT, ωB97M-V/def2-TZVPD

Atoms and positions in Å:
C  0.7297  1.1483  -2.9594
C  0.9233  -0.2537  -2.4692
N  0.8920  -0.4729  -1.0069
C  -0.2577  0.0810  -0.2180
C  0.3441  0.4749  1.1284
O  0.8626  1.7568  1.1167
H  -0.3017  1.4147  -3.1418
H  0.9504  1.8978  -2.1948
H  1.2708  1.3891  -3.8755
H  1.8777  -0.7288  -2.7117
H  0.1465  -0.9567  -2.8012
H  1.7413  -0.2447  -0.5258
H  -0.5292  1.0193  -0.7201
H  -1.1326  -0.5463  -0.3687
H  1.2003  -0.1847  1.4183
H  -0.2352  0.1414  2.0029
H  -0.7986  -2.5516  1.5136
H  -0.9118  -3.9247  1.7297
O  -1.4821  -3.1509  1.8267
H  4.2011  -0.7728  0.5795
H  3.7953  0.6651  1.0852
O  3.9932  -0.2629  1.3591
H  -2.6688  -2.7129  -0.0719
H  -1.9946  -1.8936  -1.2022
O  -2.8399  -2.1261  -0.8187
H  3.4281  2.5736  0.2954
H  1.9952  1.7839  0.3262
O  3.0174  1.8031  -0.0563
H  -0.5195  -3.7716  -0.7702
H  0.5965  -2.7344  -0.7971
O  0.2244  -3.4530  -0.2504
H  -1.7869  2.9407  2.4676
H  -0.3798  2.6954  1.6466
O  -1.3048  3.0836  1.6593
H  -2.6095  -1.5586  2.9996
H  -2.3337  -0.3774  2.0394
O  -2.5254  -0.6031  2.9472
H  -2.8295  3.1687  0.2290
H  -1.9264  2.4660  -0.7722
O  -2.8222  2.7779  -0.6381

Properties
* LUMO: 2.68 eV
* relative energy (zero: lowest compared OMol25 entry of this formula, charge and spin): 42.6 kcal/mol
* calculated total energy: -24488.40642 eV
* net charge: -1

---

Molecular formula: C4H27N2O11
Method: DFT, ωB97M-V/def2-TZVPD

Atoms and positions in Å:
C  1.7174  -1.3296  2.0270
N  2.4768  -0.6769  0.9368
C  2.6441  0.6881  0.9193
O  2.9076  1.2641  -0.1255
C  0.2346  -0.6125  2.2861
N  -0.0404  -0.0133  0.9924
C  -0.7834  -0.9194  0.0422
O  -2.1361  -0.9647  0.2936
H  2.3199  -1.2450  3.0002
H  1.5632  -2.3078  1.5517
H  2.4927  -1.1810  0.0900
H  2.3284  1.1663  1.8868
H  0.5640  0.0717  3.0623
H  -0.4858  -1.2896  2.6623
H  -0.5641  0.9114  1.1073
H  -0.1932  -1.8478  -0.0355
H  -0.4989  -0.5117  -0.9200
H  0.8028  2.3403  -2.8156
H  2.1272  2.7610  -1.9267
O  1.7511  2.4961  -2.7761
H  -1.5138  3.0544  1.9352
H  -2.3324  1.8004  1.9276
O  -1.6076  2.2060  1.4622
H  -2.6838  -0.2382  -1.1906
H  -2.3297  -1.3451  -2.1927
O  -2.5464  -0.3829  -2.2059
H  -2.8742  -0.4738  1.7098
H  -2.7506  -0.4508  3.2040
O  -3.0502  0.1276  2.5007
H  -0.7316  -3.0074  1.8247
H  -1.7145  -2.7363  0.6497
O  -1.2767  -3.4824  1.1247
H  1.1670  -1.9916  -1.0062
H  2.2090  -1.3669  -1.9739
O  1.8227  -2.2011  -1.6974
H  -1.1491  1.8214  -0.5948
H  -2.2107  2.7867  -0.4200
O  -1.4210  2.6316  -1.0339
H  2.3064  0.7083  -3.0264
H  3.1182  0.4605  -1.7160
O  2.8528  0.1288  -2.5888
H  -0.8161  1.8219  -2.7783
H  -1.1662  0.3255  -2.9346
O  -0.5295  1.0038  -3.2381

Properties
* LUMO: 2.51 eV
* relative energy (zero: lowest compared OMol25 entry of this formula, charge and spin): 65.8 kcal/mol
* calculated total energy: -30089.75060 eV
* net charge: -1

---

Repeat the second record exactly.
Molecular formula: C4H25NO9S
Method: DFT, ωB97M-V/def2-TZVPD

Atoms and positions in Å:
C  2.5968  -1.6042  0.9913
C  2.4155  -0.7326  -0.2726
C  1.4730  0.4822  -0.0398
S  2.2038  1.9834  -0.7522
N  1.7882  -1.5263  -1.3527
C  2.6268  -2.1211  -2.2703
O  3.7954  -1.8526  -2.4027
H  3.2101  -2.4517  0.6957
H  1.6459  -1.9830  1.3352
H  3.0712  -0.9551  1.7240
H  3.4319  -0.5138  -0.5721
H  0.5385  0.4489  -0.5648
H  1.1502  0.5689  0.9970
H  3.0575  2.2270  0.2445
H  0.9320  -2.0195  -1.1491
H  2.1430  -2.9010  -2.8686
O  -2.7873  2.7797  -1.1718
H  -2.3979  1.9174  -1.3732
H  -2.0750  3.4227  -1.1717
O  -3.0579  1.3139  3.6330
H  -2.4411  1.9877  3.3441
H  -2.8340  0.4520  3.2895
O  -1.0426  0.8059  -2.2012
H  -0.1767  0.3924  -2.1389
H  -0.8157  1.5785  -2.7350
O  -0.8322  -1.8116  1.1403
H  -1.5428  -1.4099  0.6138
H  -0.8425  -2.6314  0.6249
O  -1.4674  3.4886  2.1741
H  -0.9424  3.7837  1.4354
H  -0.7895  3.4659  2.8650
O  0.9522  0.1482  -4.2741
H  1.6100  0.8287  -4.1250
H  1.0888  -0.5840  -3.6756
O  -2.9755  -3.5268  2.0511
H  -3.6151  -2.9260  2.4346
H  -2.3730  -3.8076  2.7408
O  -2.1917  0.6880  0.9352
H  -1.5505  1.3902  1.0901
H  -2.9801  1.2042  0.7520

Properties
* LUMO: -0.12 eV
* relative energy (zero: lowest compared OMol25 entry of this formula, charge and spin): 46.1 kcal/mol
* calculated total energy: -35306.26811 eV
* structure (SMILES): C[C@H](CS)NC=O.O.O.O.O.O.O.O.O

---

> The lowest LUMO belongs to which entry?

C4H26N6O9